1.
Entry from OMol25: a single C5H7N molecule (the ωB97M-V functional and the def2-TZVPD basis).

Output
Molar mass (g/mol): 81.12
Frontier orbital gap (spin up / spin down) (eV): 7.66 / 7.61
Charge: 0
ΔE to the lowest compared entry with this formula, charge and spin (eV): 4.125
Structure (SMILES): C[C@@H]1C=C=NC1

Geometry (Å):
C: 1.413 0.567 -0.140
C: 0.219 -0.375 -0.213
C: -0.717 -0.302 1.086
C: -0.833 -0.109 -1.335
C: -1.742 0.438 -0.540
N: -1.798 0.680 0.681
H: 1.988 0.523 -1.070
H: 2.080 0.292 0.688
H: 1.087 1.601 0.012
H: 0.580 -1.401 -0.363
H: -0.212 0.144 1.950
H: -1.114 -1.284 1.372
H: -0.949 -0.651 -2.260

Force components x, y, z for each atom (eV/Å):
C 0.012 0.058 0.003
C 0.163 -0.066 0.094
C 0.186 -0.186 0.180
C -0.140 -0.039 -0.031
C 0.108 0.085 0.356
N -0.032 0.022 -0.559
H -0.077 0.011 0.140
H -0.109 0.036 -0.104
H 0.004 -0.127 -0.010
H -0.041 0.135 -0.012
H -0.056 -0.109 -0.145
H 0.024 0.150 -0.088
H -0.042 0.030 0.175



2.
Entry from OMol25: 2 unconnected molecules or ions with the total composition C2H2FNO2 in a non-equilibrium geometry (the ωB97M-V functional and the def2-TZVPD basis).

Output
Molar mass (g/mol): 91.04
Frontier orbital gap (eV): 10.65
Charge: 0
ΔE to the lowest compared entry with this formula, charge and spin (eV): 3.295

Geometry (Å):
C: 2.304 -0.446 0.338
C: -0.867 -0.341 0.177
N: -1.344 0.243 -0.847
O: 2.850 -1.399 0.624
O: -1.051 1.479 -1.171
F: -1.306 -1.555 0.481
H: -0.340 1.964 -0.522
H: -0.246 0.055 0.921

Force components x, y, z for each atom (eV/Å):
C 0.796 -1.165 0.353
C -1.505 1.025 -1.719
N -0.248 -2.891 1.341
O -0.667 1.160 -0.370
O 2.824 3.427 1.485
F -0.023 -0.415 -0.211
H -2.181 -1.839 -1.780
H 1.003 0.698 0.901



3.
Entry from OMol25: a single C2H5N3S molecule in a non-equilibrium geometry (the ωB97M-V functional and the def2-TZVPD basis).

Output
Molar mass (g/mol): 103.15
Frontier orbital gap (eV): 8.84
Charge: 0
ΔE to the lowest compared entry with this formula, charge and spin (eV): 4.606
Structure (SMILES): C=NS/C=N\N

Geometry (Å):
C: 1.116 -1.367 0.072
C: -2.329 0.501 0.019
H: 2.318 1.671 0.487
H: 0.923 1.052 -0.379
H: 1.325 -2.393 0.174
H: -2.577 1.623 -0.025
H: -3.171 -0.225 0.029
N: 2.002 0.798 -0.312
N: 2.110 -0.550 0.083
N: -1.005 0.328 0.023
S: -0.712 -1.439 -0.174

Force components x, y, z for each atom (eV/Å):
C -0.293 0.925 -0.479
C 3.052 2.679 0.000
H -0.597 -4.126 -2.569
H 2.731 -0.632 -0.031
H 0.922 -1.190 0.406
H -0.052 -1.840 0.295
H 0.937 0.168 -0.110
N -2.940 3.551 2.244
N -0.962 0.081 0.412
N -4.862 -2.163 -0.607
S 2.064 2.547 0.439